No. 1
{
  "formula": "C6H14ClN2P",
  "method": "the ωB97M-V functional and the def2-TZVPD basis",
  "charge": 0,
  "smiles": "C=P1=NCC(C)(C)CN1.Cl",
  "homo_ev": -8.75,
  "e_lumo_ev": 0.28,
  "e_tot_ha": -1147.9806,
  "molar_mass_da": 180.62,
  "symbols": ["Cl", "P", "N", "N", "C", "C", "C", "C", "C", "C", "H", "H", "H", "H", "H", "H", "H", "H", "H", "H", "H", "H", "H", "H"],
  "coordinates": [[-0.67997, -0.02697, -4.11103], [-1.13164, 1.78213, -0.92883], [-1.17083, 1.20439, 0.58553], [0.17521, 1.26714, -1.60687], [-2.52966, 2.65760, -1.61780], [-0.11232, 0.37578, 1.18577], [-0.41072, -1.64827, -0.21809], [0.63765, -0.53211, 0.23158], [1.09588, 0.23964, -1.00657], [1.75081, -1.19957, 0.96848], [2.20551, -0.55588, 1.72139], [1.97336, 0.81276, -0.89652], [1.54769, -2.07214, 1.50182], [0.65056, 0.96861, 1.68036], [-0.33312, 0.68848, -2.89345], [-0.83337, -1.98154, 0.62744], [2.44520, -1.42881, 0.15697], [-1.24289, -1.23199, -0.83161], [-1.89752, 1.62560, 1.16280], [1.21363, -0.54538, -1.79315], [-2.88517, 3.42208, -1.04614], [0.24930, -2.38979, -0.85298], [-0.61940, -0.37026, 1.84688], [-2.24683, 3.08203, -2.55382]],
  "forces_ev_per_a": [[0.1, 0.4, 0.8], [-1.3, 1.4, -1.0], [-0.9, 0.6, 0.3], [-0.8, -0.8, -0.2], [3.8, -3.4, 0.2], [-0.6, -0.7, 0.6], [3.3, 1.7, -4.4], [-3.1, 0.0, -0.8], [-1.4, -0.6, -1.4], [1.4, 1.4, -1.1], [0.3, 0.3, -0.3], [1.5, 0.1, 0.5], [-0.9, -1.6, 0.5], [-0.3, 0.4, 0.5], [0.2, -0.3, -0.9], [-1.3, -2.1, 3.0], [0.6, -0.3, 0.5], [0.8, -0.3, 0.1], [0.4, -0.6, 0.2], [0.4, 0.8, 0.3], [-1.2, 1.6, 2.3], [-1.9, 1.0, 1.3], [0.4, 1.2, 0.2], [0.4, -0.2, -1.0]]
}

---

No. 2
{
  "formula": "CN2O3S",
  "method": "the ωB97M-V functional and the def2-TZVPD basis",
  "charge": 0,
  "homo_ev": -9.80,
  "e_lumo_ev": -2.12,
  "e_tot_ha": -771.1957,
  "molar_mass_da": 120.09,
  "symbols": ["S", "O", "O", "O", "N", "N", "C"],
  "coordinates": [[-0.70674, -0.36591, 1.15713], [-0.61859, -1.67279, -0.36052], [1.23045, -0.93034, -0.71176], [2.01308, 0.75081, 0.44782], [1.40701, -0.09375, 0.03243], [-1.86304, 1.51453, -0.67017], [-1.46217, 0.79745, 0.10506]],
  "forces_ev_per_a": [[-0.7, -2.9, -4.9], [-1.5, 2.8, 4.8], [2.2, -0.1, -1.4], [3.4, 3.8, 1.6], [-4.0, -3.2, -0.8], [-1.1, 1.9, -1.8], [1.7, -2.4, 2.5]]
}

---

No. 3
{
  "formula": "C3H11N3O",
  "method": "the ωB97M-V functional and the def2-TZVPD basis",
  "charge": 0,
  "smiles": "CN[C@H](O)C(N)N",
  "homo_ev": -8.35,
  "e_lumo_ev": 0.98,
  "e_tot_ha": -360.3101,
  "molar_mass_da": 105.14,
  "symbols": ["O", "N", "N", "N", "C", "C", "C", "H", "H", "H", "H", "H", "H", "H", "H", "H", "H", "H"],
  "coordinates": [[-0.31819, 1.06261, 1.87828], [-1.31623, 0.62488, -0.18297], [1.96884, 0.89028, 0.23841], [1.18109, -0.98570, -1.03512], [-2.20242, -0.34328, -0.80760], [1.16493, -0.31095, 0.23818], [-0.52310, 0.14206, 0.86514], [-0.20944, 0.58213, -0.58369], [1.46389, -1.04794, 0.99811], [2.96346, 0.68342, 0.23470], [1.77332, 1.45305, 1.05752], [-2.99726, -0.62203, -0.10710], [1.21259, -0.32240, -1.79942], [-0.84647, 1.84318, 1.65801], [1.91408, -1.67522, -1.13646], [-0.84485, -0.81354, 1.29682], [-2.65922, 0.11742, -1.68269], [-1.72501, -1.27798, -1.13011]],
  "forces_ev_per_a": [[0.0, 0.4, 0.2], [3.9, 0.6, -1.9], [-0.1, 0.2, 0.0], [-0.7, 0.2, 0.1], [0.0, -0.4, -0.2], [-1.0, -0.3, 2.0], [2.7, -2.5, 1.5], [-4.7, 1.3, -1.5], [0.0, 0.1, -0.1], [-0.2, 0.0, -0.1], [-0.1, 0.0, 0.0], [0.1, 0.2, 0.0], [0.2, -0.1, -0.1], [0.1, -0.1, -0.1], [-0.1, 0.2, 0.1], [-0.1, 0.0, 0.0], [0.0, 0.0, 0.1], [0.1, 0.2, 0.1]]
}